Run a
Density functional theory data (ωB97M-V/def2-TZVPD) for a cluster of 2 separate species, C5H15NO in total.

Values from the calculation:
- ⟨S²⟩ = 0.75
- E_HOMO (alpha / beta) (eV) = 1.3 / -5.2
- 2S+1 = 2
- total charge = -1
- E_LUMO (alpha / beta) (eV) = 3.83 / 3.68

Each line ends with the Löwdin charge.
Atoms and positions in Å:
C: 1.30308 -2.30728 0.50566  -0.30
N: 1.50869 -0.93132 -0.03147  -0.14
C: 0.35850 -0.59522 -0.87961  -0.31
C: 0.24767 0.96745 -0.81623  -0.44
C: -0.35767 1.43712 0.43867  -0.19
C: -0.57388 1.28591 -2.16065  -0.12
H: 0.35138 -2.79308 0.39196  0.02
H: 2.27016 -2.79627 0.12897  0.06
H: 1.42833 -2.39531 1.60734  0.02
H: 2.43111 -0.75129 -0.52796  0.12
H: 0.39614 -0.97971 -1.90414  0.08
H: -0.53872 -1.13010 -0.48529  0.09
H: 1.19761 1.59081 -1.00719  0.14
H: -0.98983 0.64682 0.99929  0.06
H: 0.40580 1.76139 1.21298  0.07
H: -0.94602 2.38755 0.20311  0.08
H: -1.60106 1.46770 -1.82307  0.05
H: -0.15958 2.12724 -2.83270  0.08
H: -0.55601 0.29436 -2.72287  0.05
H: -2.14254 -0.07971 3.94558  -0.03
H: -1.73954 0.28221 2.55459  -0.14
O: -2.29360 0.51073 3.20304  -0.23

Run b
Density functional theory data (ωB97M-V/def2-TZVPD) for a cluster of 2 separate species, C5H15NO in total.

Values from the calculation:
- ⟨S²⟩ = 0.75
- E_HOMO (alpha / beta) (eV) = 1.3 / -5.2
- 2S+1 = 2
- total charge = -1
- E_LUMO (alpha / beta) (eV) = 3.74 / 3.67

Each line ends with the Löwdin charge.
Atoms and positions in Å:
C: -1.67029 0.96727 -2.28257  -0.15
C: -0.19201 1.16612 -1.89972  -0.28
C: 0.30228 0.21769 -0.78929  -0.24
C: -0.15792 0.65398 0.58054  -0.41
N: 0.28437 -0.25752 1.62683  -0.18
C: -0.36529 -1.54209 1.65425  -0.31
H: -1.88596 -0.10345 -2.35588  0.06
H: -1.82670 1.43617 -3.25438  0.05
H: -2.36029 1.34861 -1.52965  0.05
H: 0.41920 1.05646 -2.77570  0.09
H: -0.09273 2.18480 -1.53979  0.09
H: -0.06658 -0.78067 -1.05331  0.10
H: 1.37618 0.10641 -0.89031  0.10
H: 0.34778 1.59101 0.79222  0.06
H: -1.24095 0.75556 0.64765  0.07
H: 0.28742 0.19728 2.52791  -0.01
H: -0.06885 -2.03416 2.59237  0.04
H: -1.43845 -1.46400 1.75722  0.02
H: -0.06388 -2.15734 0.81299  0.06
H: 2.08403 -0.89141 1.51288  -0.03
H: 3.36540 -1.12413 2.36290  0.00
O: 2.96325 -1.32659 1.50286  -0.18

Run c
Density functional theory data (ωB97M-V/def2-TZVPD) for a cluster of 2 separate species, C5H15NO in total.

Values from the calculation:
- ⟨S²⟩ = 0.75
- E_HOMO (alpha / beta) (eV) = 1.1 / -5.5
- 2S+1 = 2
- total charge = -1
- E_LUMO (alpha / beta) (eV) = 3.71 / 3.57

Each line ends with the Löwdin charge.
Atoms and positions in Å:
C: -0.73810 1.73872 -1.43153  -0.10
C: -0.18107 0.28532 -1.28267  -0.45
C: -0.95972 -0.41398 -0.14943  -0.40
C: -0.36520 -1.80869 0.09572  -0.20
C: -0.93056 0.39870 1.13930  -0.21
N: 1.24058 0.28524 -1.07403  0.03
H: -1.82548 1.67225 -1.36768  0.07
H: -0.31264 2.26704 -2.29067  0.06
H: -0.30199 2.37435 -0.64891  0.06
H: -0.49555 -0.15647 -2.23464  0.13
H: -2.02188 -0.55507 -0.36979  0.12
H: -0.37846 -2.22830 1.09989  0.02
H: -0.80955 -2.51336 -0.61916  0.06
H: 0.70969 -1.82625 -0.10803  0.03
H: -1.61273 1.25360 1.19748  0.05
H: 0.03868 0.80628 1.43668  0.03
H: -1.20013 -0.27613 1.95583  0.03
H: 1.53713 0.77829 -0.26236  0.04
H: 1.81734 0.37251 -1.89589  0.06
H: 1.89613 -0.40207 2.82995  -0.07
H: 2.37716 -1.50040 1.87944  -0.05
O: 2.51635 -0.55157 2.10050  -0.31

run b wins, 0.084 eV ahead of the next structure.

Run a
Density functional theory data (ωB97M-V/def2-TZVPD) for a structure of composition C16H22N4O2S.

Values from the calculation:
- E_HOMO (eV) = -9.2
- total charge = 0
- E_LUMO (eV) = 0.67

Each line ends with the Löwdin charge.
Atoms and positions in Å:
C: -0.37635 0.55174 -2.74254  -0.08
C: -1.08155 0.93708 -1.45177  -0.18
C: -2.20044 -0.03424 -1.00971  -0.40
C: -3.43690 0.07303 -1.91447  0.00
C: -1.70441 -1.41721 -1.03202  -0.20
N: -1.32402 -2.50072 -1.01438  0.20
C: -2.60677 0.38671 0.41658  -0.47
O: -3.02896 1.51358 0.59057  0.08
N: -2.42824 -0.50838 1.41202  0.09
C: -2.76527 -0.18338 2.79257  -0.16
C: -1.66730 -0.51588 3.77764  -0.07
C: -0.46327 0.04194 3.81459  -0.10
C: 0.03057 1.09938 2.87017  -0.16
N: 1.35533 0.83434 2.24000  0.01
C: 1.69784 -0.55564 2.08993  -0.46
O: 1.96347 -1.27886 3.01047  0.13
C: 1.56029 -1.04745 0.67138  -0.10
C: 2.38200 -0.30388 -0.33574  -0.50
C: 3.03146 -0.84851 -1.40403  -0.08
C: 3.67269 0.15362 -2.18594  -0.47
C: 4.47857 -0.11082 -3.42085  -0.04
N: 3.52386 1.37977 -1.74586  -0.27
S: 2.59658 1.39241 -0.39049  1.02
H: 0.37600 1.30206 -2.98597  0.08
H: 0.13409 -0.40829 -2.64789  0.07
H: -1.06849 0.48737 -3.58353  0.07
H: -0.34907 1.02005 -0.64577  0.09
H: -1.55085 1.91721 -1.53697  0.13
H: -4.22192 -0.60738 -1.58552  0.10
H: -3.80920 1.09405 -1.86280  0.10
H: -3.17826 -0.17033 -2.94354  0.09
H: -2.08803 -1.43312 1.19988  0.13
H: -2.99889 0.87983 2.80002  0.12
H: -3.67759 -0.71104 3.07425  0.12
H: -1.90968 -1.25612 4.53153  0.10
H: 0.23423 -0.27620 4.58067  0.11
H: -0.69978 1.28518 2.08328  0.10
H: 0.14036 2.04049 3.41149  0.13
H: 2.06586 1.23104 2.84888  0.12
H: 1.78195 -2.11224 0.63401  0.13
H: 0.49837 -0.92473 0.42616  0.10
H: 3.05319 -1.90620 -1.62528  0.12
H: 4.49704 -1.17320 -3.65793  0.07
H: 4.05821 0.42900 -4.26919  0.08
H: 5.50328 0.23394 -3.28393  0.08

Run b
Density functional theory data (ωB97M-V/def2-TZVPD) for an isolated molecule of C16H22N4O2S.

Values from the calculation:
- E_HOMO (eV) = -8.6
- total charge = 0
- E_LUMO (eV) = 0.51

Each line ends with the Löwdin charge.
Atoms and positions in Å:
C: -1.76850 0.21613 -4.69665  -0.10
O: -0.94483 -0.88213 -4.37739  -0.18
C: -0.00752 -0.63783 -3.36643  -0.21
C: -0.63406 -0.59649 -1.95688  -0.13
N: 0.38810 -0.50423 -0.95401  -0.01
C: 1.04896 -1.49318 -0.26310  -0.31
C: 0.72360 -2.94042 -0.32246  -0.06
C: -0.13797 -3.34942 0.85069  -0.22
C: 0.21116 -4.44414 1.62878  -0.04
C: -0.57966 -4.83079 2.69657  -0.08
C: -1.72856 -4.12295 3.00327  -0.09
C: -2.08080 -3.02555 2.23694  -0.08
C: -1.29089 -2.64225 1.16789  -0.04
N: 1.97219 -0.96614 0.48574  0.08
N: 1.96125 0.36608 0.31148  0.00
C: 1.02056 0.63847 -0.55228  -0.63
S: 0.56879 2.21573 -1.12867  1.00
C: 1.90285 3.21005 -0.37786  -0.33
C: 1.36577 4.33880 0.48912  -0.54
O: 1.50808 5.49326 0.12928  0.04
N: 0.75597 4.00786 1.64467  -0.16
C: 0.18014 5.06135 2.45066  -0.04
C: 0.52874 2.67059 2.13486  -0.06
H: -2.30466 -0.06174 -5.60171  0.09
H: -1.17147 1.11483 -4.88629  0.09
H: -2.49224 0.43097 -3.90349  0.09
H: 0.70535 -1.46662 -3.41856  0.13
H: 0.52993 0.30482 -3.54725  0.12
H: -1.22562 -1.50173 -1.79888  0.13
H: -1.28353 0.27846 -1.86108  0.11
H: 1.65980 -3.49898 -0.29267  0.12
H: 0.21059 -3.16907 -1.26030  0.12
H: 1.10939 -4.99788 1.39800  0.11
H: -0.29561 -5.68579 3.29200  0.10
H: -2.34570 -4.42254 3.83705  0.10
H: -2.97380 -2.46489 2.47168  0.10
H: -1.57639 -1.77983 0.58227  0.10
H: 2.45223 3.66630 -1.20174  0.09
H: 2.53814 2.51153 0.16395  0.07
H: -0.89551 4.90733 2.56026  0.09
H: 0.64196 5.07471 3.43995  0.09
H: 0.36321 6.01138 1.95317  0.08
H: -0.46174 2.30976 1.83723  0.09
H: 1.27977 1.96921 1.77787  0.06
H: 0.57253 2.68701 3.22433  0.09

run a wins, 0.355 eV ahead of the next structure.

Run a
Density functional theory data (ωB97M-V/def2-TZVPD) for a cluster of 3 separate species, C10H21N3O4 in total.

Values from the calculation:
- E_HOMO (eV) = -8.6
- total charge = 0
- E_LUMO (eV) = 0.18

Each line ends with the Löwdin charge.
Atoms and positions in Å:
C: -1.15798 1.75781 -0.89001  -0.44
C: -1.36775 0.54158 0.02586  -0.36
C: 0.43834 1.62647 -1.47175  -0.15
C: 1.32265 1.75059 -0.33945  -0.27
C: 0.97662 2.59136 0.87996  -0.27
C: 2.02079 2.54272 1.98462  -0.31
C: -1.04346 -1.94527 -0.19669  -0.24
C: 0.19372 -2.25464 0.71815  -0.50
C: -0.76546 -3.04052 -1.18368  -0.27
C: -1.17460 -4.24055 -0.28513  -0.04
H: -0.72501 3.70554 0.22653  0.21
H: -2.58394 2.62383 0.26129  0.20
H: -1.84163 1.65547 -1.75175  0.13
H: 0.46429 0.81327 -2.36001  0.15
H: 0.52261 2.65457 -2.12065  0.15
H: 1.56850 0.78195 0.42342  0.15
H: 2.15872 2.08611 -0.91739  0.10
H: -0.05688 2.32020 1.16657  0.08
H: 0.85498 3.71914 0.72839  0.11
H: 1.72538 3.23600 2.80533  0.11
H: 3.00672 2.85336 1.55475  0.11
H: 1.51102 0.65022 2.82994  0.04
H: 3.65075 0.34316 2.60790  0.27
H: -1.38793 -0.59625 -1.67418  0.06
H: -2.11161 -2.07431 0.33054  0.21
H: 0.27379 -2.99647 -1.36367  0.13
H: -1.17257 -3.11665 -3.31548  0.17
H: -2.15624 -4.10456 0.03706  0.06
H: -0.76712 -4.38518 0.65865  0.04
H: -1.16644 -5.30118 -0.77871  0.12
H: 0.87898 -1.16317 -0.68771  0.21
N: -1.65871 2.97757 -0.50748  -0.05
N: 2.37669 1.24763 2.70173  -0.11
N: -0.98088 -0.62708 -0.83302  0.06
O: -1.50167 0.40998 1.21648  0.11
O: 0.13523 -3.07501 1.54405  0.15
O: -1.63054 -2.64824 -2.43699  -0.11
O: 1.17063 -1.31946 0.41252  0.00

Run b
Density functional theory data (ωB97M-V/def2-TZVPD) for an isolated molecule of C10H21N3O4.

Values from the calculation:
- E_HOMO (eV) = -8.8
- total charge = 0
- E_LUMO (eV) = 0.25

Each line ends with the Löwdin charge.
Atoms and positions in Å:
C: 0.94933 -2.08274 -1.26589  -0.08
C: 2.20533 -1.80004 -0.48759  -0.41
O: 3.38217 -1.68403 -1.23678  0.02
C: 1.85896 -0.33385 0.16341  -0.18
N: 1.97629 0.65484 -0.85268  0.10
C: 1.35719 1.87404 -0.88359  -0.41
O: 1.79431 2.70374 -1.66735  0.04
C: 0.06766 2.07681 0.04839  -0.37
N: -0.04646 3.48412 0.05182  -0.05
C: -1.12995 1.19643 -0.38394  -0.11
C: -2.05436 0.91212 0.88364  -0.20
C: -3.32461 0.14606 0.40503  -0.22
C: -3.07591 -1.27334 -0.29397  -0.31
N: -2.47173 -2.25760 0.56557  -0.04
C: 2.89613 -0.01362 1.39275  -0.34
O: 4.03617 -0.48973 1.17582  0.05
O: 2.47639 0.60774 2.52909  0.08
H: 0.61467 -1.37309 -2.14000  0.12
H: 0.90860 -3.34883 -1.40467  0.15
H: 0.20785 -2.00020 -0.30729  0.09
H: 1.99632 -2.59641 0.28596  0.15
H: 4.13280 -1.58353 -0.74238  0.04
H: 0.84569 -0.45565 0.41561  0.08
H: 2.45870 0.36427 -1.72846  0.17
H: 0.32690 1.81576 1.12626  0.14
H: -0.44169 3.88999 -0.96289  0.15
H: 0.97721 4.07373 0.08319  0.17
H: -0.97754 0.29344 -0.65157  -0.01
H: -1.94306 1.95541 -0.97431  0.19
H: -2.54863 1.84289 1.33167  0.13
H: -1.60509 0.38348 1.68639  0.08
H: -3.89080 0.43851 -0.56000  0.12
H: -4.11712 0.14388 1.26125  0.12
H: -3.99538 -1.79877 -0.58212  0.11
H: -2.51249 -0.86871 -1.17102  0.09
H: -1.61615 -2.16363 1.12950  0.06
H: -2.72641 -3.26041 0.36834  0.09
H: 3.00869 0.52692 3.39281  0.17

run b wins, 5.836 eV ahead of the next structure.